Here is a structure of composition C12H28FInN4O4 at a distorted geometry from the Open Molecules 2025 dataset. Energies are from the ωB97M-V functional and the def2-TZVPD basis.

## Properties
LUMO level (eV): -12.267
F_max (eV/Å): 4.55
Energy above the lowest of the compared OMol25 structures with the same formula, charge and spin (eV): 6.540
Net charge: +2
Spin multiplicity: 1
HOMO level (eV): -14.23

Each line ends with the natural charge from an NBO analysis.
Atoms and positions in Å:
In 2.7477 2.8750 3.1732  1.00
F -0.2948 0.2996 2.2418  -0.54
O -5.1332 -3.3183 1.7296  -0.38
O 3.0389 1.8893 -1.4140  -0.54
O -0.8513 5.0001 0.6940  -0.51
O 3.6201 -1.7127 1.7093  -0.50
N 3.8981 0.6703 -3.1973  -0.55
N 2.0497 -3.1098 0.9370  -0.52
N -3.6473 -1.8075 2.6095  -0.51
N -2.3909 3.7470 -0.2270  -0.47
C -1.7964 4.9360 -0.0343  0.66
C -2.3362 6.3100 -0.4730  -0.72
C -3.6847 -2.0900 4.0467  -0.45
C 3.3028 -2.8327 1.2625  0.67
C 4.4001 -3.8729 1.0944  -0.73
C -3.7830 -2.1714 0.2715  -0.67
C -4.2375 -2.4625 1.6765  0.65
C 2.9287 1.0165 -2.3048  0.67
C 5.2046 1.2875 -3.3670  -0.43
C 1.3898 -4.2321 0.2945  -0.43
C 1.5248 0.3932 -2.5640  -0.70
C -3.4534 3.5432 -1.1577  -0.42
H -4.0401 2.7068 -0.7779  0.23
H -1.4652 6.8928 -0.7728  0.26
H -3.1927 -1.2897 4.5994  0.24
H -2.1216 2.9603 0.3462  0.42
H 1.3974 -2.3581 1.1084  0.42
H -3.0209 6.3295 -1.3209  0.23
H 4.4769 -4.4466 2.0181  0.27
H 5.0410 2.3240 -3.6618  0.23
H -3.0233 3.3519 -2.1408  0.23
H 1.0116 1.0958 -3.2205  0.25
H -4.6490 -2.2036 4.5419  0.25
H -3.2638 -3.0681 4.2795  0.23
H 4.2948 -4.5471 0.2444  0.24
H 5.7788 1.3932 -2.4465  0.22
H -3.9801 4.4975 -1.1639  0.23
H 2.0830 -5.0733 0.2902  0.23
H 0.5818 -4.6745 0.8772  0.23
H -2.8947 -1.2616 2.2149  0.43
H 1.5637 -0.5723 -3.0685  0.22
H -4.6231 -1.8941 -0.3652  0.26
H 0.8889 0.2217 -1.6955  0.24
H -3.4245 -3.0603 -0.2476  0.26
H 3.7376 -0.2503 -3.5802  0.41
H 1.0459 -4.0243 -0.7187  0.22
H -3.0546 -1.3633 0.3384  0.21
H -2.9192 6.8325 0.2854  0.27
H 5.8326 0.6803 -4.0189  0.24
H 5.4424 -3.5567 1.0542  0.27